DFT (ωB97M-V/def2-TZVPD) results for 9 unconnected molecules or ions with the total composition C29H55N2O9S at a distorted geometry.

Geometry (Å):
C -2.32 0.31 -4.27
C -2.99 1.17 -5.40
C -3.01 2.71 -4.98
S -4.02 3.03 -3.44
C -5.52 2.09 -3.84
N -6.01 1.02 -3.22
N -7.13 0.70 -3.95
C -7.27 1.56 -4.94
O -6.27 2.51 -4.92
H -1.38 0.81 -3.90
H -3.04 0.08 -3.44
H -2.40 1.03 -6.35
H -4.01 0.76 -5.59
H -3.55 3.30 -5.79
H -1.96 3.07 -4.87
H -8.12 1.43 -5.63
C -2.04 -0.60 0.59
C -3.08 -0.51 -0.51
O -2.90 -1.03 -1.58
C -4.34 0.24 -0.19
H -1.18 -1.17 0.22
H -1.70 0.40 0.86
H -2.45 -1.11 1.46
H -4.11 1.28 0.05
H -4.86 -0.23 0.65
H -5.00 0.23 -1.07
C 1.95 -0.52 3.27
C 1.07 0.61 2.79
O -0.13 0.47 2.68
C 1.75 1.91 2.45
H 1.34 -1.39 3.47
H 2.68 -0.78 2.49
H 2.47 -0.23 4.18
H 2.46 1.76 1.64
H 2.25 2.31 3.33
H 1.00 2.63 2.12
C 0.09 -3.89 6.32
C 1.29 -2.97 6.35
O 1.59 -2.31 5.39
C 2.08 -2.91 7.63
H -0.38 -3.84 5.34
H 0.42 -4.92 6.49
H -0.63 -3.59 7.08
H 2.49 -3.90 7.86
H 1.44 -2.57 8.45
H 2.91 -2.21 7.52
C -6.18 -0.51 -8.00
C -5.04 0.18 -8.71
O -3.92 -0.27 -8.67
C -5.36 1.45 -9.46
H -5.81 -1.40 -7.50
H -6.61 0.16 -7.25
H -6.94 -0.80 -8.72
H -5.75 2.20 -8.77
H -6.09 1.24 -10.25
H -4.45 1.83 -9.92
C 3.01 5.38 5.08
C 2.38 5.73 3.76
O 2.45 4.98 2.81
C 1.64 7.04 3.67
H 3.50 4.41 5.00
H 3.76 6.13 5.35
H 2.24 5.32 5.86
H 2.33 7.87 3.87
H 0.82 7.06 4.38
H 1.24 7.16 2.66
C 5.77 0.11 9.86
C 5.82 -1.04 8.89
O 4.97 -1.90 8.88
C 6.98 -1.08 7.92
H 4.88 0.00 10.49
H 6.65 0.10 10.50
H 5.70 1.05 9.32
H 7.92 -1.14 8.47
H 6.96 -0.19 7.29
H 6.88 -1.96 7.28
C -1.69 -1.04 -10.70
C -1.09 -1.09 -12.08
O -1.74 -1.42 -13.04
C 0.37 -0.71 -12.21
H -2.74 -1.34 -10.75
H -1.16 -1.73 -10.04
H -1.63 -0.03 -10.30
H 0.98 -1.39 -11.61
H 0.52 0.32 -11.88
H 0.67 -0.79 -13.25
C 4.13 -3.72 4.79
C 5.38 -4.38 5.30
O 6.10 -3.85 6.12
C 5.71 -5.75 4.75
H 4.02 -2.74 5.27
H 4.20 -3.57 3.71
H 3.26 -4.33 5.03
H 5.84 -5.69 3.67
H 4.90 -6.45 4.99
H 6.63 -6.11 5.20

## Properties
Strongest force on any atom (eV/Å): 3.1
Charge: -1
Spin multiplicity: 1
DFT total energy (eV): -63203.486

Here are the Mulliken charges for atoms 1 to 6, given in e:
1. C -1.0484
2. C 0.1009
3. C -0.6174
4. S -0.1468
5. C -0.0549
6. N 0.1785

---

DFT (ωB97M-V/def2-TZVPD) results for 2 unconnected molecules or ions with the total composition C10H16FNP at a distorted geometry.

Geometry (Å):
C -1.05 -0.93 1.31
C 0.89 0.44 1.05
C -1.41 -0.76 0.00
C 0.58 0.59 -0.29
C 0.10 -0.37 1.87
C -0.58 0.05 -0.79
C 1.04 -1.94 3.71
C 0.37 -0.61 3.32
C -0.12 1.12 -3.13
C -1.04 0.42 -2.09
N -0.05 2.56 -2.57
F -2.17 1.90 -1.44
P -2.29 -0.73 -2.73
H -1.68 -1.52 2.10
H 1.78 0.95 1.43
H -2.41 -1.06 -0.37
H 1.31 1.30 -0.76
H 0.57 -2.82 3.35
H 0.85 -2.14 4.76
H 2.04 -1.85 3.44
H 1.03 0.37 3.63
H -0.64 -0.59 3.75
H -0.69 1.27 -4.04
H 0.86 0.73 -3.37
H -0.02 2.36 -1.60
H -0.80 3.16 -2.82
H 0.77 3.07 -2.95
H -2.55 -0.11 -3.95
H -1.18 -1.56 -3.24

## Properties
Strongest force on any atom (eV/Å): 3.8
Energy relative to the best compared isomer or geometry (same formula, charge and spin) (kJ/mol): 68.3
Charge: +1
Spin multiplicity: 1
DFT total energy (eV): -24116.124

Here are the Mulliken charges for atoms 1 to 6, given in e:
1. C -0.7931
2. C -1.0578
3. C -1.0380
4. C -0.2631
5. C 0.8651
6. C 1.5144

---

DFT (ωB97M-V/def2-TZVPD) results for a molecular structure, C38H31N3NiO2PSTe.

Geometry (Å):
Ni -0.61 -0.72 -0.98
N -1.99 -1.90 2.68
C -1.12 -1.42 3.69
C -1.00 -2.09 4.89
C -0.11 -1.62 5.86
C 0.67 -0.50 5.60
C 0.56 0.16 4.38
C -0.35 -0.29 3.44
S -0.63 0.62 1.95
N -1.08 -0.66 0.91
C -1.76 -1.66 1.37
C -2.32 -2.58 0.35
C -3.20 -3.62 0.60
C -3.66 -4.37 -0.47
C -3.23 -4.06 -1.75
C -2.35 -3.00 -1.92
N -1.91 -2.29 -0.90
H -2.48 -2.74 2.90
H -1.60 -2.97 5.08
H -0.03 -2.14 6.80
H 1.36 -0.14 6.35
H 1.16 1.03 4.17
H -3.54 -3.84 1.60
H -4.36 -5.18 -0.31
H -3.58 -4.62 -2.61
H -1.97 -2.70 -2.90
O 0.22 0.19 -4.53
C 0.52 -0.27 -3.45
O -0.23 -1.12 -2.78
C 1.84 0.08 -2.76
P 1.68 -0.44 -1.00
C 2.79 0.61 -0.02
C 3.68 1.50 -0.62
C 4.55 2.25 0.16
C 4.55 2.10 1.54
C 3.69 1.19 2.14
C 2.82 0.45 1.36
C 2.45 -2.10 -0.90
C 3.67 -2.30 -0.27
C 4.22 -3.58 -0.21
C 3.55 -4.65 -0.78
C 2.34 -4.45 -1.42
C 1.78 -3.18 -1.47
H 2.03 1.14 -2.86
H 2.64 -0.47 -3.26
H 3.70 1.63 -1.69
H 5.23 2.95 -0.31
H 5.23 2.69 2.15
H 3.71 1.05 3.21
H 2.17 -0.28 1.84
H 4.21 -1.48 0.17
H 5.17 -3.73 0.28
H 3.99 -5.64 -0.74
H 1.82 -5.29 -1.87
H 0.84 -3.03 -1.97
Te -2.14 1.27 -2.15
C -0.56 2.67 -2.25
C 0.17 3.02 -1.12
C 1.24 3.90 -1.22
C 1.60 4.41 -2.46
C 0.88 4.05 -3.60
C -0.20 3.19 -3.50
C -3.53 2.40 -1.02
C -3.43 2.59 0.36
C -4.39 3.32 1.03
C -5.47 3.86 0.35
C -5.58 3.67 -1.02
C -4.61 2.95 -1.71
H -0.10 2.62 -0.15
H 1.80 4.17 -0.34
H 2.44 5.08 -2.55
H 1.16 4.44 -4.57
H -0.75 2.90 -4.38
H -2.60 2.17 0.91
H -4.30 3.46 2.10
H -6.22 4.43 0.88
H -6.41 4.10 -1.57
H -4.70 2.81 -2.78

## Properties
Strongest force on any atom (eV/Å): 0.5
Energy relative to the best compared isomer or geometry (same formula, charge and spin) (kJ/mol): 40.2
Charge: +1
Spin multiplicity: 1
DFT total energy (eV): -116931.010

Here are the Mulliken charges for atoms 1 to 6, given in e:
1. Ni -0.8162
2. N -0.1463
3. C -0.0615
4. C -0.7739
5. C -0.6385
6. C -0.8396

---

DFT (ωB97M-V/def2-TZVPD) results for 10 unconnected molecules or ions with the total composition C44H82F6INO18S9 at a distorted geometry.

Geometry (Å):
C 6.96 -5.09 0.10
C 5.78 -4.14 0.05
O 4.68 -4.67 0.76
C 3.43 -4.44 0.12
C 3.12 -2.95 0.01
O 1.74 -2.67 0.33
C 1.11 -1.81 -0.54
C 0.78 -0.49 -0.14
C 1.14 -0.04 1.25
C 2.65 0.19 1.43
C 0.16 0.39 -1.05
C -0.20 1.75 -0.51
I 1.46 3.13 -0.45
C -1.47 2.39 -1.05
C -2.67 1.45 -1.00
C -0.08 -0.05 -2.38
C -0.60 0.83 -3.49
O -1.70 0.74 -3.94
C 0.35 1.88 -4.13
F 1.39 2.12 -3.32
F -0.34 3.03 -4.26
C 0.96 1.54 -5.54
F 0.85 0.26 -5.87
F 0.31 2.26 -6.48
C 2.46 1.94 -5.67
F 2.65 3.22 -5.33
F 2.76 1.82 -6.99
C 3.44 0.97 -4.96
O 3.71 -0.08 -5.44
O 3.89 1.40 -3.80
C 0.18 -1.38 -2.70
C 0.76 -2.27 -1.81
C 0.93 -3.59 -2.45
O 1.38 -4.60 -1.99
N 0.40 -3.48 -3.77
C -0.64 -4.52 -3.99
C -1.85 -4.41 -3.07
O -1.81 -5.31 -1.95
C -1.91 -6.61 -2.27
C -1.61 -7.50 -1.11
O -2.22 -7.00 -3.37
C -0.07 -2.15 -3.96
O -0.60 -1.82 -4.99
H 6.97 -5.65 1.03
H 7.89 -4.53 0.06
H 6.97 -5.76 -0.75
H 5.54 -3.92 -0.99
H 6.07 -3.20 0.51
H 2.66 -4.97 0.65
H 3.51 -4.86 -0.89
H 3.35 -2.58 -0.98
H 3.78 -2.43 0.69
H 0.84 -0.82 1.95
H 0.65 0.86 1.58
H 2.85 1.09 2.00
H 3.06 -0.63 2.01
H 3.18 0.25 0.49
H -0.38 1.60 0.54
H -1.30 2.81 -2.04
H -1.68 3.24 -0.41
H -3.53 2.00 -0.62
H -2.51 0.60 -0.33
H -2.97 1.07 -1.97
H 4.44 0.70 -3.41
H -0.19 -5.50 -3.97
H -1.00 -4.37 -5.00
H -1.97 -3.42 -2.64
H -2.75 -4.61 -3.64
H -0.60 -7.30 -0.77
H -1.76 -8.53 -1.36
H -2.27 -7.20 -0.30
C 6.67 2.68 -0.54
S 6.22 1.11 -1.27
O 5.74 0.24 -0.18
C 7.88 0.58 -1.69
H 5.76 3.14 -0.18
H 7.36 2.52 0.29
H 7.14 3.32 -1.29
H 8.48 0.54 -0.78
H 8.32 1.27 -2.41
H 7.81 -0.42 -2.13
C 5.71 5.91 1.81
S 6.79 6.01 0.38
O 8.04 5.27 0.72
C 7.16 7.76 0.53
H 5.39 4.88 1.93
H 6.26 6.24 2.70
H 4.84 6.55 1.65
H 7.61 7.96 1.51
H 6.25 8.34 0.41
H 7.87 8.02 -0.26
C -2.59 1.38 4.72
S -1.45 2.30 3.70
O -1.18 1.51 2.47
C -0.03 2.06 4.77
H -3.57 1.35 4.26
H -2.22 0.36 4.84
H -2.67 1.87 5.69
H 0.16 0.99 4.89
H -0.22 2.53 5.73
H 0.83 2.53 4.30
C -5.79 -1.10 2.42
S -6.12 -1.30 4.17
O -5.27 -0.31 4.89
C -5.32 -2.90 4.34
H -6.17 -0.13 2.11
H -4.71 -1.15 2.23
H -6.30 -1.89 1.86
H -4.28 -2.83 4.04
H -5.85 -3.63 3.73
H -5.38 -3.19 5.39
C -4.15 -10.81 -1.13
S -3.97 -10.21 0.55
O -2.55 -9.79 0.71
C -4.14 -11.81 1.35
H -4.03 -9.97 -1.81
H -3.38 -11.56 -1.34
H -5.14 -11.24 -1.26
H -3.37 -12.49 0.97
H -5.13 -12.21 1.15
H -4.01 -11.66 2.42
C -4.49 3.48 -8.76
S -3.89 3.07 -7.11
O -4.45 4.10 -6.19
C -2.19 3.52 -7.42
H -5.57 3.31 -8.77
H -4.28 4.52 -8.98
H -4.01 2.83 -9.49
H -2.14 4.56 -7.73
H -1.77 2.87 -8.19
H -1.64 3.39 -6.49
C -9.54 1.27 -1.00
S -9.41 1.14 0.78
O -8.04 1.58 1.16
C -9.42 -0.65 0.84
H -9.50 2.33 -1.26
H -8.70 0.76 -1.47
H -10.49 0.85 -1.32
H -8.59 -1.04 0.25
H -10.37 -1.02 0.46
H -9.31 -0.95 1.88
C -0.82 4.18 9.28
S 0.33 5.11 8.27
O 0.57 4.32 7.04
C 1.76 4.87 9.33
H -1.78 4.17 8.78
H -0.46 3.16 9.40
H -0.93 4.66 10.25
H 1.95 3.80 9.44
H 1.58 5.33 10.30
H 2.61 5.34 8.85
C 0.68 5.50 4.20
S 1.33 5.51 2.53
O 2.65 4.83 2.57
C 1.67 7.27 2.48
H 0.45 4.47 4.46
H 1.43 5.88 4.89
H -0.23 6.10 4.24
H 2.35 7.54 3.28
H 0.73 7.83 2.57
H 2.13 7.50 1.52

## Properties
Strongest force on any atom (eV/Å): 1.7
Charge: 0
Spin multiplicity: 1
DFT total energy (eV): -207218.574

Here are the Mulliken charges for atoms 1 to 6, given in e:
1. C -1.3504
2. C 0.0549
3. O -0.4854
4. C -0.7737
5. C -0.1887
6. O -0.6054

---

DFT (ωB97M-V/def2-TZVPD) results for C11H14N2 in the gas phase at a distorted geometry.

Geometry (Å):
C 3.31 -0.83 1.03
C 2.42 -1.65 -1.03
C -0.55 -0.37 -0.30
C -1.57 -1.04 0.32
C 0.52 0.23 0.35
C 2.62 -0.60 -0.15
C 1.80 0.70 -0.32
C -2.74 -1.52 -0.46
C -1.57 -1.36 1.78
C 1.65 1.06 -1.79
C 2.45 1.85 0.45
N 3.91 -0.98 2.00
N 2.27 -2.51 -1.79
H -0.61 -0.26 -1.37
H 0.57 0.21 1.43
H -2.79 -1.06 -1.44
H -2.67 -2.60 -0.60
H -3.67 -1.33 0.08
H -0.58 -1.70 2.10
H -1.81 -0.47 2.37
H -2.30 -2.13 2.00
H 2.62 1.37 -2.19
H 0.95 1.89 -1.91
H 1.31 0.22 -2.38
H 1.86 2.76 0.32
H 3.46 2.03 0.08
H 2.52 1.62 1.51

## Properties
Strongest force on any atom (eV/Å): 2.2
Energy relative to the best compared isomer or geometry (same formula, charge and spin) (kJ/mol): 288.4
Charge: 0
Spin multiplicity: 1
DFT total energy (eV): -14611.431

Here are the Mulliken charges for atoms 1 to 6, given in e:
1. C 0.0924
2. C 0.0377
3. C -0.2769
4. C 1.1561
5. C -1.1777
6. C 0.1631

---

DFT (ωB97M-V/def2-TZVPD) results for a molecular structure, C2H8I2N at a distorted geometry.

Geometry (Å):
C -1.27 0.81 0.13
N -0.87 -0.46 0.81
H -0.40 1.27 -0.36
H -1.67 1.53 0.87
H -2.04 0.61 -0.63
H -0.49 -1.14 0.12
H -0.14 -0.28 1.53
H -1.69 -0.90 1.28
I -0.13 0.50 6.01
I -3.41 -0.79 5.49
C -1.74 -0.64 6.77
H -1.38 -1.66 7.00
H -2.07 -0.18 7.73

## Properties
Strongest force on any atom (eV/Å): 1.2
Charge: +1
Spin multiplicity: 1
DFT total energy (eV): -19888.002

Here are the Mulliken charges for atoms 1 to 6, given in e:
1. C -0.7411
2. N -0.3457
3. H 0.3278
4. H 0.3248
5. H 0.3278
6. H 0.3771